(1)
ORCA calculation (ωB97M-V/def2-TZVPD) on a cluster of 10 separate species, C33H50N9O14 in total at a distorted geometry.

Output
Net charge: -1
Total energy in eV: -77083.1045
HOMO-LUMO gap in eV: 6.745
HOMO energy in eV: -6.73
Energy relative to the best compared isomer or geometry (same formula, charge and spin) in eV: 0.000

CARTESIAN COORDINATES (ANGSTROEM)
C 9.958 -34.364 18.041
O 10.379 -32.057 19.514
H 10.951 -40.294 20.819
C 5.936 -36.344 19.552
H 12.298 -36.828 20.054
C 11.448 -39.747 13.772
O 6.595 -33.785 20.651
H 4.288 -39.320 19.308
H 4.920 -41.678 21.311
H 6.913 -35.866 19.187
C 4.271 -38.215 19.657
C 7.475 -34.375 16.545
C 9.547 -38.459 14.361
H 3.302 -35.653 21.875
N 10.963 -35.698 21.724
O 8.647 -30.981 18.586
C 5.434 -37.660 19.184
H 10.936 -37.644 21.188
N 5.347 -34.265 20.966
N 14.769 -43.234 21.455
H 12.516 -41.954 20.106
H 9.319 -45.012 21.867
O 12.397 -39.877 12.950
H 6.792 -41.794 18.676
H 9.424 -38.382 23.614
H 9.653 -42.872 18.812
C 12.708 -41.745 21.038
H 5.620 -42.081 17.248
H 6.347 -34.391 16.048
C 9.138 -33.151 17.969
H 9.127 -39.040 25.350
H 14.547 -41.956 23.977
H 7.835 -36.476 16.108
H 10.103 -36.624 19.886
O 9.914 -38.860 18.456
C 5.048 -35.569 20.549
H 6.050 -38.181 18.345
C 12.717 -40.653 23.828
H 2.638 -38.100 21.202
H 3.255 -42.570 17.872
H 4.824 -43.206 20.987
H 11.217 -40.548 14.349
H 11.167 -44.509 22.033
N 9.466 -31.976 18.726
O 15.473 -43.796 22.270
H 6.344 -42.395 21.029
C 7.911 -33.153 16.942
H 8.542 -38.328 13.880
C 11.789 -40.123 22.898
N 4.851 -42.383 19.280
N 10.597 -38.695 13.507
H 12.145 -45.409 19.614
C 5.288 -42.412 20.761
C 7.710 -39.791 22.342
H 8.005 -37.797 24.688
H 10.639 -45.989 21.368
C 8.197 -35.595 16.655
C 8.596 -38.673 24.388
N 10.454 -44.271 20.093
C 6.705 -40.215 24.509
H 9.979 -36.559 17.510
O 4.727 -33.613 21.778
C 9.418 -43.198 19.880
O 2.869 -43.156 19.865
O 14.833 -43.357 20.138
H 9.580 -39.119 15.080
C 10.929 -36.787 20.607
H 9.081 -34.602 21.081
C 3.827 -36.209 21.131
H 6.759 -39.510 21.916
H 6.085 -40.926 23.991
C 11.712 -40.620 21.518
H 5.554 -40.764 18.231
O 8.449 -40.214 19.202
C 5.715 -41.716 18.359
C 3.596 -42.728 19.011
C 3.499 -37.539 20.697
C 9.740 -34.804 21.871
C 11.884 -35.789 22.714
H 9.793 -37.177 12.176
H 11.842 -35.160 23.568
O 8.066 -39.227 17.334
H 9.152 -35.143 22.709
C 9.475 -35.668 17.355
H 9.829 -37.609 14.833
N 8.943 -39.555 18.211
O 11.565 -44.118 18.075
H 11.310 -38.040 11.545
H 9.410 -42.386 20.610
H 7.351 -32.260 16.985
O 12.797 -36.631 22.661
N 7.640 -39.618 23.724
C 13.683 -42.272 21.962
C 10.392 -44.989 21.408
H 10.798 -34.625 18.670
H 8.418 -43.620 19.874
C 10.753 -37.637 12.449
H 8.000 -40.843 22.205
H 11.558 -37.019 12.877
O 6.681 -40.219 25.823
H 9.776 -33.831 22.076
C 13.822 -41.761 23.400
H 8.329 -39.133 21.757
H 11.172 -39.206 23.090
C 11.420 -44.672 19.164
H 12.808 -40.502 24.856

Atomic forces in eV per Å
-3.444 -1.463 -1.442
-0.096 0.662 -0.154
0.128 0.192 -0.093
-2.545 1.137 2.236
-4.544 0.272 1.404
2.253 3.595 -7.624
-4.649 -2.269 0.194
-1.382 1.876 0.992
-2.208 3.787 2.019
-1.787 -0.896 0.529
0.205 -0.792 1.536
-2.827 -0.344 -1.862
-2.386 1.964 -2.713
-0.436 0.066 0.325
-1.956 1.084 -1.660
2.894 -2.609 0.515
2.821 2.490 -1.827
-0.312 -2.170 0.307
6.762 3.589 0.897
-0.860 0.397 -3.610
-0.187 -1.845 -4.938
1.965 0.655 -0.826
-0.740 -0.168 2.143
-1.128 -0.107 -0.437
-1.786 -0.438 1.483
-0.524 0.191 1.606
-1.313 4.221 8.078
0.160 -0.037 2.088
3.225 -0.119 1.074
-0.644 -3.861 -3.896
-1.117 0.050 -1.724
5.261 -1.852 4.328
0.045 0.244 0.661
0.830 -0.163 0.649
2.090 -0.142 -1.432
-0.948 -4.557 -2.008
-0.992 0.632 1.807
3.148 -4.137 -3.868
1.316 1.022 -0.899
0.835 -0.339 2.024
-2.844 -6.182 2.771
-1.210 -1.823 2.794
-0.844 -0.113 0.443
-2.815 1.921 -0.173
-0.602 0.519 -1.074
0.198 -0.443 -1.161
3.804 -0.747 4.861
0.762 -0.363 0.377
0.493 -0.563 -2.056
2.208 1.135 1.445
0.773 -1.522 -1.749
-0.679 0.234 -0.556
3.277 1.892 -5.236
-0.792 -1.234 -1.648
0.451 0.008 -0.118
0.720 -2.250 -0.694
2.757 -0.071 0.905
1.211 0.028 -0.171
-0.640 -1.025 0.874
1.705 -0.512 4.644
0.986 -1.581 0.086
-1.093 -1.086 -0.863
1.573 -0.913 -2.320
-1.603 -0.632 0.568
-0.041 0.211 5.302
-0.685 -3.823 3.710
4.457 3.176 -0.070
-0.702 -1.432 -2.086
2.973 -1.140 -2.870
-0.656 -0.699 -0.436
-0.697 -0.071 -0.528
3.837 -3.086 2.092
-1.038 5.513 -0.091
1.236 -1.292 -0.952
2.392 -4.984 -2.127
-0.204 0.463 -1.934
0.049 -0.200 -0.048
0.568 -3.934 0.982
1.208 -2.500 -1.940
0.504 -0.127 0.474
-0.622 1.187 0.689
1.913 -0.855 -0.950
-0.500 -0.684 0.140
-3.552 5.967 -0.308
-0.123 3.390 1.853
-5.340 2.532 3.559
-0.093 -1.203 1.202
-1.133 0.024 0.942
0.626 -0.090 -0.164
-0.560 0.705 -0.416
-0.903 0.798 0.213
0.739 1.662 4.263
-0.024 2.102 2.052
-1.193 2.709 0.161
0.178 1.110 0.235
-0.159 -0.370 0.003
2.801 -2.016 0.127
-0.196 0.363 -0.983
-0.828 0.869 -0.271
0.103 0.737 -5.358
2.314 4.280 1.367
-10.271 3.966 -8.092
0.980 0.195 0.463
0.650 -1.302 0.326
-0.699 2.256 0.270
-0.231 1.095 1.365

(2)
ORCA calculation (ωB97M-V/def2-TZVPD) on a structure of composition C43H50F2N6S2SiTi.

Output
Spin multiplicity: 3
Net charge: -2
Total energy in eV: -112439.8679
Expectation value of S²: 2.0475
HOMO-LUMO gap (spin up / spin down) in eV: 5.435 / 6.335
HOMO energy (spin up / spin down) in eV: -0.99 / -1.90
Energy relative to the best compared isomer or geometry (same formula, charge and spin) in eV: 2.658

CARTESIAN COORDINATES (ANGSTROEM)
H -1.276 3.932 -2.413
C -4.636 -1.384 1.094
H 1.314 -0.075 -4.204
H 2.837 -0.662 -2.901
H -3.803 2.743 3.474
H 4.495 1.631 -0.908
N 0.014 -3.590 1.421
Si 0.644 1.452 -1.462
H 1.681 3.453 0.677
N -2.239 1.498 0.782
C -1.237 -6.623 3.135
H -5.465 -1.308 1.789
H -3.976 -2.143 -2.151
H 4.419 -1.832 2.635
H -5.606 3.070 1.815
H 0.409 4.675 0.665
H -3.170 -0.938 2.578
C 1.824 -2.302 1.912
C 0.643 3.634 0.403
H -0.461 3.217 -3.988
C 3.166 1.875 -3.145
C -1.256 2.169 4.224
C -3.826 -1.847 -1.119
H 1.429 2.016 2.288
C -1.721 1.005 -3.062
H -2.189 1.924 -2.713
C -3.345 -1.181 1.534
H 5.250 0.391 3.370
C -0.209 1.166 -3.233
C 2.591 1.268 -1.859
C 2.289 -4.939 -2.658
H 3.784 -4.074 -1.380
C -0.010 2.270 -4.283
C 2.888 -0.240 -1.897
C -1.029 3.893 -1.354
C 0.285 -0.145 -3.858
C 1.329 4.353 -1.857
C 1.907 -3.096 -1.155
F -1.778 3.433 4.346
H 4.236 1.629 -3.198
C -0.825 -4.026 2.296
H -1.962 0.198 -2.372
H -0.497 1.960 -5.218
Ti -0.283 -0.625 0.810
H -1.778 3.283 -0.852
H 1.226 4.256 -2.938
N -1.503 -2.143 -1.476
C -0.026 0.414 5.145
C 4.245 0.275 2.981
H -1.129 4.914 -0.962
C 0.103 -3.931 -2.480
H -0.414 2.270 6.200
N 1.701 0.036 1.844
C -1.432 1.455 3.035
C 2.126 1.197 2.358
C -0.117 -0.299 3.977
H 0.342 -1.279 3.943
C 0.565 -3.011 -1.530
C 0.956 -4.867 -3.036
C -3.656 2.463 2.443
H 1.037 2.464 -4.512
C -0.550 1.690 5.300
H 2.304 -2.414 -0.422
H -3.051 1.232 -1.079
H 1.070 5.389 -1.594
C -3.238 1.625 -0.091
H 3.198 1.310 0.233
H 0.010 2.987 1.014
C -2.446 1.876 2.044
H 3.890 -0.455 -1.508
H 3.317 2.886 -0.537
S -1.533 -5.586 1.691
H 2.329 -3.251 2.077
S -1.326 -3.426 3.804
C 2.751 -4.043 -1.704
C 3.433 1.816 -0.699
C 3.802 -0.945 2.561
H -5.231 2.254 -0.537
H 3.081 2.964 -3.192
H -0.938 -3.903 -2.762
H 0.561 -5.567 -3.766
H 2.706 1.461 -4.040
N -0.300 -2.051 -0.946
F 0.642 -0.115 6.212
C -4.661 2.632 1.517
C 0.401 3.400 -1.089
H 3.637 2.344 3.322
H -0.169 -6.792 3.278
H 2.950 -5.681 -3.089
C -0.779 0.219 2.848
H 2.379 4.215 -1.608
C -2.500 -1.705 -0.646
N 0.532 -2.303 1.628
H -2.176 0.755 -4.030
H 0.212 -0.985 -3.174
C 2.477 -1.070 2.075
C -4.880 -1.678 -0.259
H -5.896 -1.811 -0.613
C 3.359 1.374 2.936
H -1.655 -6.143 4.019
H -0.335 -0.380 -4.733
C -4.459 2.190 0.217
H -1.731 -7.579 2.961
H 2.175 -0.790 -1.290
C -2.240 -1.267 0.671

Atomic forces in eV per Å
-0.018 -0.009 -0.018
-0.013 0.028 0.014
0.059 -0.001 -0.016
-0.066 -0.007 -0.021
0.007 0.008 0.042
0.062 -0.010 -0.004
0.022 0.269 -0.241
0.156 -0.028 -0.048
0.050 -0.032 0.046
-0.001 -0.090 0.160
-0.139 0.039 0.054
-0.005 -0.002 -0.003
-0.003 -0.001 -0.015
-0.011 -0.005 0.012
-0.032 0.010 0.002
0.005 0.052 0.016
-0.014 -0.016 -0.046
-0.032 -0.123 0.284
0.017 0.021 0.047
-0.007 -0.019 -0.009
0.025 0.053 -0.017
-0.026 0.043 0.001
0.081 -0.013 -0.046
-0.051 0.087 -0.020
0.010 0.004 -0.041
-0.017 0.051 -0.011
0.031 0.061 0.040
-0.008 0.004 0.007
-0.004 -0.017 -0.026
0.081 -0.038 0.054
0.036 0.008 -0.007
0.049 -0.010 0.013
0.028 -0.001 -0.023
-0.062 0.056 -0.004
-0.051 -0.091 0.030
0.013 0.093 -0.043
-0.069 0.001 -0.006
-0.018 -0.015 0.129
0.017 -0.125 -0.001
0.057 0.014 -0.007
-0.212 -0.268 0.212
0.025 -0.050 -0.023
-0.013 -0.007 -0.045
0.219 0.424 -0.230
0.093 0.076 -0.036
-0.014 0.004 -0.007
0.010 -0.013 0.135
0.039 -0.056 0.028
0.030 0.044 0.013
-0.009 0.070 0.011
-0.065 -0.010 -0.054
-0.004 0.008 0.024
-0.057 -0.398 -0.261
-0.077 0.087 0.069
0.056 0.022 -0.008
0.073 0.020 0.055
0.001 0.049 -0.011
0.053 0.262 -0.025
-0.009 -0.064 -0.038
0.126 -0.001 -0.047
0.003 -0.005 0.006
-0.026 -0.015 -0.108
-0.037 -0.096 0.064
-0.036 0.025 0.076
-0.009 0.067 0.014
-0.041 -0.037 0.058
-0.009 -0.023 0.017
-0.030 -0.005 -0.006
0.034 -0.029 -0.093
0.081 -0.008 -0.006
-0.002 0.043 0.006
0.123 -0.082 -0.037
-0.014 0.086 -0.054
0.071 -0.019 0.007
-0.012 -0.037 -0.025
-0.036 -0.001 0.021
-0.089 -0.019 -0.002
-0.026 0.005 -0.023
-0.007 -0.102 0.007
0.033 -0.003 0.012
0.012 0.004 -0.005
-0.007 -0.017 -0.026
-0.395 0.059 -0.024
-0.074 0.061 -0.121
-0.027 -0.007 -0.089
-0.085 0.030 -0.015
0.010 0.028 0.003
0.020 0.003 0.015
0.012 -0.017 -0.005
-0.121 0.144 0.124
-0.006 -0.011 0.002
-0.176 0.022 -0.056
0.424 -0.307 -0.080
-0.025 -0.028 -0.049
-0.007 -0.071 0.086
0.075 0.027 0.064
-0.055 0.009 0.032
-0.013 -0.001 0.003
-0.051 -0.010 -0.001
0.023 -0.003 -0.009
-0.028 -0.021 -0.047
0.008 0.006 0.062
-0.028 -0.044 -0.033
0.060 0.161 -0.012
0.061 -0.209 0.205